94
Properties=species:S:1:pos:R:3:mulliken_charge:R:1 method="wB97M-V/def2-TZVPD" multiplicity=1 lumo_energy_ha="0.1349 / 0.0931" orbital_gap_ha="0.227 / 0.159" charge=-2
Rb -0.1094 0.5218 -0.0083 1.445
C 2.8658 -4.4578 1.8523 -1.415
C 2.0357 -3.2320 2.0575 0.747
C 1.1646 -3.0078 3.0958 -1.123
C 0.6242 -1.7299 2.8558 0.576
N 1.1594 -1.2195 1.7490 -0.078
N 2.0093 -2.1331 1.2591 1.243
B 2.8439 -2.0027 -0.0446 -1.708
N 3.7253 -0.7303 -0.0378 0.437
N 3.2634 0.5250 0.0695 0.006
C 4.3152 1.3304 0.1035 0.503
C 5.5019 0.5700 0.0274 -1.438
C 5.0821 -0.7382 -0.0635 0.831
C 5.9506 -1.9469 -0.2092 -1.339
C 4.1907 2.7867 0.2192 0.631
C 5.2871 3.6258 0.0186 -0.552
C 5.1635 5.0006 0.1550 -0.619
C 3.9422 5.5680 0.4910 -0.565
C 2.8437 4.7431 0.6866 -0.413
C 2.9677 3.3717 0.5516 -0.350
N 1.9946 -2.1295 -1.3414 1.297
N 1.0869 -1.2400 -1.7681 -0.162
C 0.5548 -1.7171 -2.8906 0.466
C 1.1618 -2.9486 -3.2088 -1.190
C 2.0622 -3.1810 -2.1963 0.726
C 2.9470 -4.3768 -2.0549 -1.318
C -0.5400 -1.0615 -3.6161 0.596
C -1.0019 -1.6014 -4.8174 -0.595
C -2.0633 -1.0324 -5.5007 -0.639
C -2.6975 0.0956 -5.0007 -0.548
C -2.2460 0.6483 -3.8114 -0.886
C -1.1804 0.0823 -3.1350 0.846
C -0.4133 -1.0575 3.6449 0.512
C -1.0208 0.1205 3.2080 0.622
C -2.0444 0.7099 3.9292 -0.934
C -2.4809 0.1467 5.1187 -0.562
C -1.8736 -1.0138 5.5768 -0.644
C -0.8568 -1.6087 4.8485 -0.621
H 2.7383 -5.1109 2.7149 0.388
H 2.5497 -4.9996 0.9602 0.138
H 3.9255 -4.2214 1.7492 0.165
H 0.9321 -3.6884 3.8975 0.297
H 3.5900 -2.9301 -0.0463 -0.299
H 6.5228 0.9143 0.0446 0.380
H 6.9931 -1.6296 -0.2152 0.372
H 5.8133 -2.6551 0.6098 0.198
H 5.7407 -2.4696 -1.1444 0.158
H 6.2459 3.2052 -0.2609 0.260
H 6.0252 5.6374 -0.0121 0.349
H 3.8394 6.6418 0.5802 0.325
H 1.8793 5.1668 0.9344 0.370
H 2.1050 2.7359 0.6964 0.386
H 0.9682 -3.6068 -4.0391 0.317
H 2.8228 -5.0130 -2.9304 0.380
H 3.9974 -4.0957 -1.9674 0.118
H 2.6806 -4.9625 -1.1742 0.176
H -0.5328 -2.4873 -5.2255 0.250
H -2.4062 -1.4790 -6.4272 0.362
H -3.5319 0.5354 -5.5327 0.365
H -2.7354 1.5244 -3.4046 0.433
H -0.8429 0.5296 -2.2154 -0.562
H -0.6885 0.5621 2.2828 -0.338
H -2.5165 1.6058 3.5470 0.462
H -3.2912 0.5961 5.6790 0.369
H -2.1999 -1.4676 6.5055 0.378
H -0.4057 -2.5190 5.2213 0.268
N -1.9285 5.2967 0.2369 -0.408
C -0.7934 4.7818 -0.3704 0.812
O -0.4016 3.6454 -0.0613 -0.363
C -0.1940 5.6396 -1.3518 -1.576
I 0.7880 7.9358 -0.1602 -0.598
H -2.2589 4.7801 1.0343 0.219
H -1.9948 6.3004 0.2974 0.200
H -0.8505 6.2586 -1.9435 0.394
H 0.7010 5.2845 -1.8400 0.404
Te -3.6925 0.9666 0.2840 0.180
C -5.7830 0.9183 0.1351 0.364
C -6.4377 -0.3140 0.1141 -0.365
C -7.8178 -0.3773 0.0239 -0.614
C -8.5714 0.7880 -0.0456 -0.446
C -7.9264 2.0167 -0.0290 -0.521
C -6.5447 2.0829 0.0596 -0.523
H -5.8503 -1.2241 0.1613 0.342
H -8.3107 -1.3418 0.0072 0.368
H -9.6512 0.7384 -0.1149 0.337
H -8.5050 2.9311 -0.0872 0.350
H -6.0509 3.0480 0.0675 0.377
F -3.6114 -2.2069 -0.0802 -0.272
C -2.2556 -2.3955 -0.5034 -0.997
F -1.5852 -1.3865 0.2760 0.130
C -1.8410 -3.6886 0.1614 0.818
F -2.7033 -4.6885 -0.1518 -0.319
F -1.7411 -3.7114 1.5264 -0.287
F -0.6217 -4.0779 -0.2867 -0.262

32
Properties=species:S:1:pos:R:3:mulliken_charge:R:1 method="wB97M-V/def2-TZVPD" multiplicity=1 lumo_energy_ha=-0.2724 orbital_gap_ha=0.318 charge=+2
C -1.7309 0.1652 0.1792 0.135
C 1.8652 0.0417 0.0144 -0.099
C -1.2101 -2.3743 -2.0048 -0.703
C -0.4114 -2.4195 -0.9376 -0.143
C -3.6845 1.3870 0.2832 -0.496
C 4.1323 0.1545 -0.4326 -0.499
C -2.7264 2.0333 -0.7360 -0.443
C 3.6556 1.5021 0.1352 -0.457
C -0.2856 -1.6256 2.3535 -1.006
N -2.9127 0.2376 0.7470 -0.103
N 2.8941 -0.6321 -0.4376 -0.097
N -1.5586 1.1583 -0.6617 -0.021
N 2.2246 1.2599 0.3497 -0.097
Si -0.4716 -1.2630 0.5230 0.550
H -1.1161 -3.0989 -2.7970 0.295
H -1.9895 -1.6394 -2.1321 0.244
H 0.3260 -3.2130 -0.8906 0.408
H -3.9162 2.0461 1.1228 0.313
H -4.6250 1.0585 -0.1637 0.320
H 4.5298 0.2408 -1.4449 0.306
H 4.8802 -0.3316 0.1968 0.306
H -3.1283 2.0417 -1.7518 0.308
H -2.4549 3.0568 -0.4679 0.321
H 4.1402 1.7602 1.0789 0.300
H 3.7965 2.3269 -0.5664 0.298
H -0.3475 -0.7264 2.9667 0.395
H -1.0432 -2.3247 2.7098 0.404
H 0.6787 -2.0896 2.5555 0.377
H -3.2851 -0.3989 1.4334 0.222
H 2.8784 -1.5767 -0.7795 0.201
H -0.7509 1.2971 -1.2472 0.242
H 1.6468 1.9461 0.8021 0.218

13
Properties=species:S:1:pos:R:3:mulliken_charge:R:1 method="wB97M-V/def2-TZVPD" multiplicity=1 lumo_energy_ha=-0.0236 orbital_gap_ha=0.323 smiles="O=PBr.CNC"
O 2.5360 1.6542 -0.9096 -0.381
P 2.5467 0.9289 0.3406 0.346
Br 3.5252 -1.0394 -0.2216 -0.222
C 0.2073 -0.6675 -0.0957 -0.660
N -1.0776 -0.7295 0.4207 -0.334
C -1.8557 0.4719 0.2317 -0.822
H 0.6148 -1.6994 0.0149 0.397
H 0.3199 -0.1858 -1.1028 0.408
H 0.8141 0.1209 0.5727 0.125
H -1.6376 -1.4295 -0.0829 0.252
H -2.8719 0.1918 0.4575 0.349
H -1.4358 1.2381 1.0089 0.257
H -1.6855 1.1453 -0.6343 0.285

One value per record, in order, for energy relative to the best compared isomer or geometry (same formula, charge and spin): 42.4, 0.0, 20.3 kcal per mole.